[1]
{"formula": "C28H25ClNOPV", "method": "ωB97M-V with the def2-TZVPD basis set", "species": ["C", "C", "C", "H", "C", "C", "H", "H", "H", "H", "V", "Cl", "P", "C", "C", "H", "C", "H", "C", "H", "C", "H", "C", "H", "C", "C", "H", "C", "H", "C", "H", "C", "H", "C", "H", "C", "C", "H", "C", "H", "C", "H", "C", "H", "C", "H", "O", "N", "C", "C", "C", "C", "C", "H", "H", "H", "H", "H"], "xyz": [[-1.369, 3.777, 0.845], [-0.385, 3.350, -0.115], [-1.077, 2.956, -1.310], [0.681, 3.320, 0.042], [-2.469, 3.163, -1.097], [-2.663, 3.644, 0.232], [-3.614, 3.904, 0.678], [-1.177, 4.138, 1.845], [-0.625, 2.587, -2.221], [-3.258, 2.999, -1.828], [-1.674, 1.843, 0.282], [-2.960, -0.013, -0.539], [0.685, -0.766, -0.817], [0.954, -1.014, -2.627], [2.215, -1.073, -3.247], [3.126, -0.962, -2.657], [2.308, -1.280, -4.629], [3.294, -1.329, -5.100], [1.150, -1.421, -5.398], [1.224, -1.579, -6.476], [-0.112, -1.355, -4.787], [-1.018, -1.475, -5.383], [-0.211, -1.137, -3.413], [-1.189, -1.062, -2.930], [2.413, -0.382, -0.292], [2.806, 0.971, -0.391], [2.100, 1.710, -0.780], [4.090, 1.358, -0.011], [4.385, 2.405, -0.095], [4.997, 0.401, 0.472], [6.002, 0.709, 0.766], [4.613, -0.937, 0.578], [5.316, -1.687, 0.953], [3.321, -1.330, 0.208], [3.028, -2.377, 0.304], [0.558, -2.528, -0.274], [0.836, -3.643, -1.084], [1.146, -3.508, -2.122], [0.720, -4.938, -0.563], [0.943, -5.798, -1.201], [0.321, -5.130, 0.762], [0.229, -6.139, 1.167], [0.032, -4.023, 1.574], [-0.271, -4.163, 2.614], [0.127, -2.734, 1.054], [-0.134, -1.870, 1.668], [-1.671, 0.246, 2.415], [-2.503, 1.168, 2.968], [-1.950, 2.136, 3.776], [-2.738, 2.765, 4.713], [-4.132, 2.632, 4.629], [-4.682, 1.787, 3.667], [-3.863, 1.023, 2.859], [-0.855, 2.242, 3.721], [-2.284, 3.431, 5.445], [-4.766, 3.140, 5.344], [-5.750, 1.607, 3.610], [-4.219, 0.239, 2.197]], "gap_ev": [7.3, 7.6], "e_homo_ev": [-7.599, -7.969], "total_charge": 0, "spin_multiplicity": 4}



[2]
{"formula": "C28H25CoF3N4O5", "method": "ωB97M-V with the def2-TZVPD basis set", "species": ["Co", "C", "C", "N", "C", "C", "C", "O", "O", "C", "O", "C", "C", "C", "F", "C", "C", "C", "N", "C", "C", "N", "C", "C", "H", "H", "H", "H", "H", "H", "H", "H", "H", "H", "H", "H", "H", "H", "H", "H", "H", "H", "F", "C", "C", "C", "C", "C", "F", "C", "C", "C", "C", "C", "C", "N", "H", "H", "H", "H", "H", "H", "O", "C", "O", "H"], "xyz": [[0.626, 1.039, 0.766], [3.328, 4.712, -2.519], [3.842, 5.228, -1.181], [3.181, 4.586, -0.052], [3.672, 3.375, 0.365], [3.052, 2.547, 1.227], [3.452, 1.079, 1.246], [4.640, 0.781, 1.257], [2.447, 0.294, 1.129], [1.841, 2.989, 1.865], [1.190, 2.321, 2.671], [1.306, 4.280, 1.400], [0.044, 4.644, 1.868], [-0.606, 5.677, 1.266], [-1.852, 6.029, 1.675], [-0.047, 6.358, 0.181], [1.230, 6.047, -0.237], [1.933, 4.995, 0.376], [-0.843, 7.281, -0.585], [-1.925, 6.587, -1.293], [-2.735, 7.638, -2.063], [-1.845, 8.835, -2.233], [-1.618, 9.527, -0.913], [-1.364, 8.438, 0.137], [3.843, 5.210, -3.343], [2.255, 4.875, -2.623], [3.503, 3.639, -2.598], [3.721, 6.308, -1.090], [4.908, 5.027, -1.084], [4.585, 3.048, -0.118], [-0.415, 4.049, 2.645], [1.625, 6.576, -1.093], [-2.597, 6.040, -0.624], [-1.476, 5.867, -1.977], [-3.612, 7.976, -1.514], [-3.044, 7.292, -3.046], [-2.208, 9.482, -2.930], [-0.933, 8.486, -2.537], [-2.502, 10.126, -0.701], [-0.759, 10.180, -1.048], [-2.281, 8.207, 0.690], [-0.624, 8.783, 0.855], [-3.138, 4.609, -0.495], [-2.784, 3.460, 0.164], [-1.514, 2.957, -0.008], [-1.126, 1.805, 0.677], [-2.063, 1.175, 1.522], [-3.333, 1.721, 1.645], [-4.262, 1.154, 2.459], [-3.725, 2.870, 0.983], [-1.549, -0.019, 2.218], [-2.272, -0.887, 3.030], [-1.627, -1.977, 3.591], [-0.282, -2.184, 3.341], [0.381, -1.281, 2.528], [-0.237, -0.238, 1.985], [-0.820, 3.456, -0.674], [-4.719, 3.276, 1.108], [-3.319, -0.714, 3.213], [-2.179, -2.663, 4.221], [0.252, -3.023, 3.764], [1.435, -1.364, 2.289], [1.238, 2.114, -0.799], [1.068, 1.281, -1.753], [0.649, 0.140, -1.620], [1.336, 1.655, -2.762]], "gap_ev": [5.9, 5.8], "e_homo_ev": [-7.205, -7.125], "total_charge": 0, "e_above_lowest_kcal_mol": 0.00, "spin_multiplicity": 2}



[3]
{"formula": "C28H25F4N3O4ReSSbSe4", "method": "ωB97M-V with the def2-TZVPD basis set", "species": ["Re", "F", "C", "C", "C", "C", "O", "C", "C", "N", "C", "C", "C", "C", "C", "C", "N", "C", "C", "N", "C", "C", "C", "O", "O", "H", "H", "H", "H", "H", "H", "H", "H", "H", "H", "H", "H", "H", "H", "H", "H", "H", "H", "Se", "Sb", "Se", "Se", "Se", "F", "C", "F", "F", "C", "C", "O", "S", "C", "C", "C", "C", "C", "C", "C", "C", "H", "H", "H", "H", "H", "H", "H"], "xyz": [[-2.212, -1.629, -1.945], [3.706, 1.535, -3.351], [2.744, 1.985, -2.517], [1.618, 1.240, -2.354], [0.582, 1.720, -1.543], [-0.619, 0.935, -1.352], [-0.700, -0.196, -1.918], [-1.613, 1.489, -0.518], [-1.388, 2.698, 0.094], [-0.294, 3.437, -0.094], [-0.131, 4.688, 0.633], [-0.204, 5.980, -0.127], [-1.313, 5.587, 0.803], [0.728, 2.965, -0.916], [1.906, 3.701, -1.083], [2.936, 3.228, -1.880], [4.118, 3.964, -2.011], [4.092, 5.380, -2.311], [4.499, 5.637, -3.759], [5.858, 5.030, -4.003], [5.878, 3.552, -3.688], [5.418, 3.370, -2.250], [-2.887, 0.798, -0.210], [-3.629, 1.116, 0.666], [-3.155, -0.243, -1.033], [1.515, 0.289, -2.859], [-2.130, 3.091, 0.776], [0.574, 4.604, 1.450], [-0.414, 5.917, -1.186], [0.465, 6.775, 0.170], [-2.250, 5.297, 0.348], [-1.408, 6.095, 1.750], [2.037, 4.629, -0.548], [4.774, 5.916, -1.641], [3.099, 5.793, -2.157], [4.563, 6.699, -3.990], [3.818, 5.152, -4.457], [6.548, 5.506, -3.415], [6.146, 5.188, -4.970], [6.892, 3.191, -3.851], [5.199, 3.076, -4.393], [6.140, 3.863, -1.584], [5.428, 2.317, -1.991], [-4.994, -4.269, -5.167], [-3.769, -4.865, -3.314], [-4.391, -2.935, -1.593], [-1.568, -2.556, -3.856], [-2.543, -6.572, -2.415], [0.320, -2.566, -0.847], [-1.000, -2.722, -0.646], [-1.215, -4.029, -0.508], [-1.285, -2.119, 0.547], [-1.447, -7.396, 8.080], [-1.635, -7.398, 6.588], [-0.737, -7.416, 5.796], [-3.386, -7.428, 6.134], [-3.479, -6.563, 4.592], [-2.477, -6.542, 3.623], [-2.671, -5.821, 2.459], [-3.870, -5.143, 2.234], [-4.884, -5.197, 3.191], [-4.685, -5.900, 4.362], [-4.041, -4.403, 1.026], [-4.185, -3.795, -0.005], [-0.384, -7.382, 8.304], [-1.901, -8.294, 8.505], [-1.952, -6.538, 8.522], [-1.564, -7.093, 3.775], [-1.897, -5.802, 1.703], [-5.822, -4.687, 3.015], [-5.469, -5.933, 5.108]], "gap_ev": [4.9, 4.8], "e_homo_ev": [-11.384, -11.384], "total_charge": 2, "e_above_lowest_kcal_mol": 0.00, "spin_multiplicity": 1}



Number 1: F_max 0.1578 hartree/bohr, calculated total energy -80476.209 eV. Number 2: F_max 0.0402 hartree/bohr, calculated total energy -91418.081 eV. Number 3: F_max 0.0137 hartree/bohr, calculated total energy -333844.326 eV.